The following is a quantum chemistry calculation of the molecule C5H6Cl2N2O3 in a non-equilibrium geometry, from OMol25.

The geometry in XYZ format:
```
18
C5H6Cl2N2O3 | OMol25 | wB97M-V/def2-TZVPD
C -1.939 1.605 0.176
O -0.747 0.985 0.636
C -0.675 -0.397 0.446
N -0.514 -0.783 -0.964
C 0.706 -0.342 -1.667
O 0.802 -0.345 -2.867
N 1.792 -0.070 -0.845
C 1.939 -0.192 0.476
O 2.992 0.094 0.983
C 0.804 -0.842 1.205
Cl 0.716 -0.341 2.842
Cl 0.956 -2.654 1.129
H -1.823 2.751 0.185
H -2.818 1.323 0.756
H -2.237 1.112 -0.783
H -1.463 -0.869 0.913
H -1.089 -1.479 -1.369
H 2.598 0.445 -1.251
```

Results
largest force on an atom = 0.09151 hartree/bohr
relative energy (zero: lowest compared OMol25 entry of this formula, charge and spin) = 0.00 kJ/mol
orbital gap = 0.3885 hartree
SMILES = CO[C@H]1NC(=O)NC(=O)C1(Cl)Cl